[1]
Here is 2 unconnected molecules or ions with the total composition C3H11NO from OMol25. Energies are from ωB97M-V with the def2-TZVPD basis set.

The geometry in XYZ format:
```
16
Properties=species:S:1:pos:R:3:forces:R:3
H -1.466 2.422 -0.754 -0.126 0.103 0.339
C -0.086 0.819 -0.817 -1.009 0.368 -0.026
H -0.444 0.619 -1.828 0.443 -0.173 -0.278
H -0.399 2.301 0.709 -0.100 0.157 0.240
C -1.100 -1.355 -0.506 0.251 -1.082 0.287
C -0.474 2.207 -0.364 0.466 -0.017 -0.668
H -2.018 -1.286 -1.092 -0.336 0.255 -0.093
H -0.319 -1.710 -1.175 0.140 0.041 -0.217
H 1.530 -1.340 2.682 0.345 -0.046 0.036
H -1.255 -2.046 0.328 -0.116 0.228 -0.135
H 2.310 -2.058 1.408 0.084 0.115 0.230
H 1.281 -0.811 1.180 0.073 0.192 -0.082
N 2.001 -1.169 1.796 -0.572 -0.212 -0.181
H 0.219 2.898 -0.844 -0.010 0.103 0.142
O -0.774 -0.112 0.021 0.476 0.174 0.270
H 0.995 0.620 -0.743 -0.008 -0.206 0.135
```
Forces are in eV/Å.

Calculated values
**Expectation value of S²**: 0.7550
**Multiplicity**: 2
**ΔE to the lowest compared entry with this formula, charge and spin**: 2.222 eV
**F_max**: 1.15 eV/A
**LUMO energy (spin up / spin down)**: -3.1 / -9.6 eV
**Kohn-Sham gap (spin up / spin down)**: 0.4217 / 0.1558 Ha
**Total charge**: +1

Löwdin population analysis, charges in e, atoms 1 to 4: number 1, H, carries 0.099; number 2, C, carries -0.170; number 3, H, carries 0.151; number 4, H, carries 0.098



[2]
Here is 4 unconnected molecules or ions with the total composition C15H35O5P2S from OMol25. Energies are from ωB97M-V with the def2-TZVPD basis set.

The geometry in XYZ format:
```
58
Properties=species:S:1:pos:R:3:forces:R:3
P 3.048 3.025 -1.689 -0.708 0.458 0.227
H -3.179 7.869 -1.907 0.001 -0.026 0.019
H 1.326 -3.262 -0.628 -0.001 -0.022 0.045
H -2.558 -3.340 -0.862 0.016 0.021 0.017
C -1.146 -1.712 -1.217 -0.111 0.157 0.097
H 3.462 3.135 -3.046 -0.232 -0.284 0.476
C 0.605 -2.708 -0.019 0.193 -0.133 -0.121
H 2.537 -5.737 3.673 0.003 -0.039 -0.006
C -3.808 5.884 -2.613 -0.212 -0.011 0.140
H -2.098 7.109 -3.081 -0.011 0.028 0.036
O -0.226 -5.598 3.032 0.179 -0.021 0.083
H -2.472 6.362 -0.154 0.025 0.051 -0.016
C 0.384 3.591 0.241 1.268 -0.274 0.283
H -0.207 2.160 -3.352 0.178 0.049 0.158
O 0.205 -1.537 -0.756 -0.064 0.028 -0.025
C -0.073 -5.222 4.407 -0.014 0.185 -0.087
H -1.795 -1.059 -0.623 -0.048 -0.031 -0.031
O 4.830 1.737 0.353 -2.557 0.249 -1.753
H 3.082 -0.659 0.298 0.484 0.331 -0.036
H -0.699 3.534 0.348 0.071 -0.227 -0.441
H 0.453 0.888 -2.300 -0.041 0.133 0.130
H 0.311 -4.195 4.439 -0.005 -0.001 0.085
S 3.985 1.296 -0.789 5.696 -3.435 1.745
H 0.330 -7.525 2.576 0.073 -0.023 -0.031
H -1.157 -3.170 1.129 0.043 -0.080 0.018
H 0.897 2.948 0.964 -0.360 0.013 0.000
C -0.654 -3.519 0.224 -0.115 0.089 0.209
H -4.218 6.023 -3.612 0.029 -0.012 0.005
H -2.499 4.337 -3.392 -0.058 0.009 -0.029
H 1.243 -6.260 1.730 -0.068 0.037 -0.011
H 2.056 -0.097 -1.020 -0.089 0.078 0.200
H 2.072 0.811 0.554 -0.016 -0.172 -0.068
H 0.398 -7.096 5.359 0.008 0.037 0.015
H -1.215 -1.413 -2.264 0.094 0.024 0.014
C 2.654 0.230 -0.165 -0.257 0.894 -0.797
H -0.956 6.515 -1.064 0.016 -0.091 -0.013
H 0.674 4.623 0.465 -0.030 -0.143 -0.161
H -3.673 3.742 -2.201 0.073 -0.006 0.072
H 1.095 -2.405 0.910 -0.026 0.079 -0.032
H -1.045 -5.244 4.900 -0.030 0.005 -0.090
O 4.798 0.547 -1.783 -2.531 1.642 0.819
P 0.916 3.252 -1.506 -1.478 1.333 -0.768
C -2.760 6.918 -2.232 0.181 0.078 -0.191
O -2.063 4.799 -1.432 0.063 -0.035 -0.061
C 1.802 -6.532 3.827 0.214 0.127 -0.069
C 0.798 -6.542 2.686 -0.201 -0.125 -0.043
C -3.035 4.585 -2.469 0.090 -0.121 -0.152
C -1.491 -3.175 -0.999 0.065 -0.125 -0.233
H 1.461 -5.778 5.863 -0.009 0.009 -0.020
C -2.000 6.203 -1.128 -0.062 0.023 0.238
H -1.161 -3.769 -1.856 -0.043 0.030 0.000
H -0.457 -4.582 0.336 -0.002 0.024 0.042
C 0.918 -6.198 5.017 -0.114 -0.165 0.145
C -0.025 1.871 -2.313 0.396 -0.355 -0.093
H -1.011 1.762 -1.849 0.257 0.261 0.261
H 3.635 4.147 -1.037 -0.201 -0.506 -0.148
H -4.634 5.910 -1.899 0.003 -0.022 -0.042
H 2.337 -7.475 3.927 -0.025 0.005 -0.009
```
Forces are in eV/Å.

Calculated values
**F_max**: 6.88 eV/A
**LUMO energy**: -3.8 eV
**Kohn-Sham gap**: 0.2728 Ha
**Total charge**: +1

Löwdin population analysis, charges in e, atoms 1 to 4: number 1, P, carries 0.739; number 2, H, carries 0.120; number 3, H, carries 0.124; number 4, H, carries 0.120



[3]
Here is a single C24H26N2O3S2 molecule from OMol25. Energies are from ωB97M-V with the def2-TZVPD basis set.

The geometry in XYZ format:
```
57
Properties=species:S:1:pos:R:3:forces:R:3
H 2.295 -1.920 -1.300 -0.032 0.030 -0.076
C 3.209 -5.005 -0.277 -0.027 -0.063 -0.038
H -4.997 -0.211 -1.915 0.122 -0.084 -0.140
H -3.842 -3.105 -0.920 0.026 -0.101 -0.072
O -5.035 1.503 1.974 0.196 -0.174 0.120
C -2.989 0.816 0.493 -0.713 0.220 -0.063
H 3.893 4.310 1.817 -0.015 0.053 0.075
H -5.457 -1.851 -2.400 0.100 0.017 0.015
H 4.690 -3.060 2.060 0.109 -0.017 0.094
H 3.950 -0.163 -1.369 -0.202 0.079 0.024
C 4.110 -3.338 1.193 -0.029 0.110 -0.010
C 3.522 -2.342 0.421 -0.064 0.305 0.026
C -2.378 1.093 -0.714 -0.091 0.028 0.065
C 5.187 3.600 -1.218 0.037 0.047 -0.040
C 4.730 2.302 -1.355 -0.040 -0.066 0.038
H 5.780 4.044 -2.004 0.048 0.042 -0.066
C -2.248 0.418 1.590 0.110 -0.014 0.089
H 5.247 5.339 0.029 0.030 0.084 0.010
C 1.950 0.451 -0.885 0.207 -0.201 0.105
H -7.244 0.214 -1.043 -0.149 0.049 0.003
C -0.252 0.541 0.252 -0.360 0.071 -0.187
H -3.537 -2.486 0.704 0.082 -0.049 0.086
C 4.128 3.750 0.925 -0.033 0.057 0.070
C -5.248 -1.593 -0.289 0.443 -0.276 -0.681
H -5.965 -2.378 -0.010 0.054 0.188 -0.004
H 4.961 1.739 -2.247 0.010 -0.072 -0.079
N 1.131 0.389 0.194 0.005 -0.033 0.434
C 3.949 -4.665 0.844 -0.009 -0.044 0.032
C 3.437 0.320 -0.534 0.047 -0.371 0.208
H 3.088 -6.041 -0.554 -0.008 -0.088 -0.023
H -0.288 -0.028 2.323 0.052 -0.034 0.098
S 3.774 -0.672 0.971 0.302 0.168 -0.142
H -2.986 1.426 -1.540 -0.004 0.047 -0.149
S -4.766 0.979 0.666 0.018 -0.260 0.386
H -7.753 -1.434 -1.441 -0.113 -0.079 0.010
H 1.583 0.145 1.071 -0.046 -0.019 -0.266
H 3.081 2.009 1.581 -0.080 -0.011 0.086
C -0.880 0.279 1.472 -0.100 0.004 -0.088
C 2.623 -4.010 -1.040 -0.032 -0.074 -0.063
C 3.966 1.719 -0.352 0.199 0.039 0.063
O 1.606 0.633 -2.031 -0.074 0.035 -0.243
H -3.117 -1.511 -0.708 0.093 -0.008 -0.031
C -3.844 -2.210 -0.304 -0.292 0.001 0.006
H -7.346 -0.294 -2.729 -0.109 0.044 -0.077
H 2.041 -4.265 -1.912 -0.048 -0.040 -0.075
H 4.410 -5.434 1.445 0.040 -0.068 0.050
C -5.634 -1.059 -1.668 -0.326 -0.204 0.154
H -0.519 1.165 -1.780 -0.001 0.006 -0.009
C -1.008 0.955 -0.844 0.074 0.004 -0.096
C -7.091 -0.618 -1.723 0.240 0.049 -0.049
C 3.665 2.454 0.788 0.064 -0.033 -0.028
H -5.334 -0.895 1.665 -0.040 0.023 0.234
C 4.888 4.327 -0.078 0.023 0.055 -0.002
N -5.395 -0.558 0.719 0.055 0.894 0.276
C 2.769 -2.676 -0.694 0.024 0.014 -0.001
O -5.268 1.680 -0.476 0.202 -0.236 -0.231
H -2.752 0.239 2.527 0.027 -0.040 0.173
```
Forces are in eV/Å.

Calculated values
**ΔE to the lowest compared entry with this formula, charge and spin**: 0.302 eV
**F_max**: 0.94 eV/A
**LUMO energy**: 0.4 eV
**SMILES**: CC[C@@H](C)NS(=O)(=O)c1ccc(NC(=O)[C@H](Sc2ccccc2)c2ccccc2)cc1
**Kohn-Sham gap**: 0.3372 Ha

Löwdin population analysis, charges in e, atoms 1 to 4: number 1, H, carries 0.097; number 2, C, carries -0.089; number 3, H, carries 0.092; number 4, H, carries 0.080



[4]
Here is a molecular structure, C20H41Br3EuFN3O7P2S2 from OMol25. Energies are from ωB97M-V with the def2-TZVPD basis set.

The geometry in XYZ format:
```
80
Properties=species:S:1:pos:R:3:forces:R:3
H -0.440 2.346 2.485 0.170 -0.162 -0.103
H 4.933 2.753 -1.302 -0.041 -0.169 -0.026
H 1.594 -2.577 0.077 -0.115 -0.103 -0.154
H -4.696 -2.034 0.284 0.008 -0.060 -0.017
C 3.876 2.638 -1.559 -0.045 0.267 -0.588
H 3.657 -1.105 0.706 -0.023 -0.063 -0.090
H -1.687 -3.822 1.102 0.117 0.077 -0.075
H 1.186 4.989 0.339 0.171 -0.066 0.003
H 2.491 -2.571 1.845 0.198 0.087 0.072
H 0.282 4.350 3.029 0.065 -0.147 -0.042
C -1.098 1.426 0.126 -0.247 -0.488 -0.064
S 1.098 0.679 -2.508 -0.534 -0.391 0.212
H -4.439 -4.205 -1.370 -0.406 0.649 0.466
C -2.498 -1.944 0.280 -0.320 -0.351 -0.128
C 1.365 5.145 1.401 0.020 0.121 0.144
C 0.934 3.947 2.255 -0.254 0.374 0.001
H -0.465 -2.148 -2.083 0.269 0.011 -0.494
H 0.766 6.008 1.701 0.010 -0.115 -0.058
O 3.842 3.739 0.564 -0.711 -0.035 -0.096
Eu -3.949 -6.077 -2.118 0.253 -0.880 -0.553
F -2.111 1.060 -1.988 0.083 0.126 -0.036
O -0.883 -5.139 -0.766 -0.104 -0.150 0.132
C 3.077 2.862 -0.270 0.593 0.262 0.192
H -1.683 -4.898 -1.224 -0.108 0.861 -0.102
O 0.894 2.087 -2.537 -0.084 0.101 -0.195
C 0.770 -3.196 0.437 -0.375 0.429 0.029
O -0.462 -3.120 -2.179 -0.675 0.198 0.696
Br -1.545 4.051 1.182 0.097 0.171 -0.015
C 2.762 1.545 0.467 0.297 -0.201 0.237
Br 2.346 3.271 3.451 0.230 0.057 -0.071
N 3.523 3.659 -2.544 0.303 -0.238 0.092
Br 0.321 -3.040 3.259 -0.031 0.031 -0.022
C 1.232 -0.240 1.598 -0.537 0.681 0.020
C -4.043 -3.158 -1.447 -0.181 0.163 0.474
O 1.481 -4.679 -1.632 -0.382 0.114 0.304
H -5.716 -3.028 -2.871 0.063 0.030 0.059
H -1.027 0.391 -0.150 0.200 -0.306 -0.164
H 2.016 0.861 3.401 0.139 -0.126 -0.163
C -3.852 -2.669 0.019 0.557 -0.417 -0.079
H 3.387 0.803 -0.042 -0.045 0.008 0.183
O 0.019 -0.995 1.319 0.345 0.031 0.122
C 0.134 0.108 3.891 0.394 -0.059 -0.389
H 2.963 3.312 -3.306 -0.239 -0.075 0.058
C 1.266 0.079 -0.823 -0.151 -0.294 0.076
H -1.326 2.913 -1.485 0.191 -0.348 -0.294
H 1.245 -4.014 0.986 -0.082 -0.083 -0.200
H -4.843 -1.380 -4.096 0.036 0.041 0.023
C -5.062 -2.356 -2.302 0.289 0.186 -0.266
H -2.096 -2.584 2.245 0.046 -0.077 -0.050
P 2.837 -1.224 1.833 -0.049 -0.138 -0.215
C -1.631 -2.744 1.268 -0.138 0.491 0.523
H 3.757 1.605 -1.936 -0.024 0.146 -0.007
P 0.286 -4.026 -1.110 1.325 -0.520 -0.659
H 4.551 3.254 0.997 0.141 -0.048 -0.078
C -1.851 2.068 -1.044 -0.353 0.424 0.532
S 3.690 -0.655 3.507 0.020 0.188 0.412
C -0.135 -2.380 1.417 -0.129 -0.627 -0.263
H -0.895 0.195 3.554 -0.018 -0.703 0.020
H -2.821 2.439 -0.705 0.018 -0.145 -0.110
H -2.721 -0.990 0.746 0.173 0.240 -0.212
H 2.169 -0.540 -0.852 0.012 0.149 -0.061
N -4.323 -1.530 -3.240 -0.154 -0.048 -0.056
H 2.403 5.407 1.577 0.044 -0.141 -0.181
H -3.086 -3.165 -2.003 -0.116 -0.184 0.010
O 0.169 -0.267 -3.091 0.367 0.097 0.059
H -4.111 -0.615 -2.858 0.114 0.018 -0.012
H 0.454 -0.636 -0.774 -0.196 0.140 -0.002
H -2.031 -1.773 -0.687 0.199 0.272 0.062
H 4.335 4.089 -2.957 0.180 0.101 0.041
H -5.711 -1.790 -1.626 -0.025 -0.131 0.008
H 0.343 -0.097 4.936 -0.126 0.740 0.120
C 1.169 0.281 3.022 -0.362 -0.365 0.513
H 2.196 3.416 -0.582 -0.161 -0.097 0.316
H 3.175 1.587 1.477 -0.297 0.318 0.098
H 2.318 0.389 -3.009 0.066 0.079 -0.146
C 1.321 0.963 0.455 0.251 -0.355 -0.384
C 0.005 2.884 1.641 -0.194 -0.034 0.209
H -3.884 -3.537 0.688 -0.203 0.146 0.042
H -1.744 1.401 1.011 0.028 0.068 -0.029
N 0.228 1.947 0.497 0.153 0.244 0.388
```
Forces are in eV/Å.

Calculated values
**Expectation value of S²**: 12.0306
**Multiplicity**: 7
**F_max**: 1.57 eV/A
**LUMO energy (spin up / spin down)**: -11.5 / -11.3 eV
**Kohn-Sham gap (spin up / spin down)**: 0.1164 / 0.1237 Ha
**Total charge**: +3

Löwdin population analysis, charges in e, atoms 1 to 4: number 1, H, carries 0.068; number 2, H, carries 0.133; number 3, H, carries 0.055; number 4, H, carries 0.124